A:
{
  "formula": "C4H12",
  "method": "ωB97M-V/def2-TZVPD",
  "orbital_gap_ha": 0.4473,
  "homo_ev": -11.056,
  "smiles": "CC.CC",
  "species": ["C", "C", "H", "H", "H", "H", "H", "H", "C", "C", "H", "H", "H", "H", "H", "H"],
  "coordinates": [[-0.20035, -0.96883, -2.46448], [0.51789, -0.84842, -1.05892], [0.26217, -0.33053, -3.20868], [-0.20394, -2.07053, -2.79673], [-1.27583, -0.86299, -2.22457], [1.62485, -1.10870, -0.95830], [0.34940, 0.24245, -0.71457], [0.14794, -1.64437, -0.40948], [0.43859, 0.67365, 2.08634], [-0.80483, 1.16392, 1.40263], [0.69806, 0.87703, 3.19577], [0.74490, -0.47079, 1.93041], [1.32354, 1.31871, 1.86140], [-1.69024, 1.19544, 1.99585], [-1.13467, 0.64088, 0.49585], [-0.55395, 2.09153, 1.03956]]
}

---

B:
{
  "formula": "C4H12",
  "method": "ωB97M-V/def2-TZVPD",
  "orbital_gap_ha": 0.4726,
  "homo_ev": -11.716,
  "smiles": "CC.CC",
  "species": ["C", "C", "H", "H", "H", "H", "H", "H", "C", "C", "H", "H", "H", "H", "H", "H"],
  "coordinates": [[1.27896, 1.12235, 1.38666], [1.24988, 1.92984, 0.09655], [0.89903, 0.11084, 1.29957], [2.26658, 1.19735, 1.84888], [0.64306, 1.58316, 2.14964], [0.25250, 2.04331, -0.31349], [1.89278, 1.47922, -0.65509], [1.56578, 2.94760, 0.33077], [-0.50777, -1.42846, -0.93551], [-1.99214, -1.66949, -0.57331], [-0.10880, -0.60431, -0.35439], [0.03302, -2.37208, -0.83884], [-0.41987, -1.09931, -1.98033], [-2.51375, -2.14663, -1.40977], [-2.51120, -0.74333, -0.33671], [-2.02806, -2.35007, 0.28538]]
}

---

C:
{
  "formula": "C4H12",
  "method": "ωB97M-V/def2-TZVPD",
  "orbital_gap_ha": 0.4677,
  "homo_ev": -11.552,
  "smiles": "CC.CC",
  "species": ["C", "C", "H", "H", "H", "H", "H", "H", "C", "C", "H", "H", "H", "H", "H", "H"],
  "coordinates": [[-1.49839, -0.86737, -0.23677], [-2.64288, -0.69948, -1.25009], [-1.63366, -0.18000, 0.59410], [-1.46551, -1.87515, 0.16939], [-0.55716, -0.69359, -0.74606], [-3.37385, -1.48108, -1.01645], [-2.36671, -0.77286, -2.29675], [-3.20713, 0.22075, -1.09580], [1.82867, 0.72428, 0.01626], [2.31536, 0.82038, 1.46940], [1.01414, 1.40009, -0.21460], [2.64099, 0.91410, -0.67708], [1.43199, -0.28281, -0.05714], [3.15056, 1.49523, 1.67405], [2.74371, -0.14071, 1.77243], [1.53638, 1.07095, 2.18897]]
}

---

D:
{
  "formula": "C4H12",
  "method": "ωB97M-V/def2-TZVPD",
  "orbital_gap_ha": 0.4691,
  "homo_ev": -11.624,
  "smiles": "CC.CC",
  "species": ["C", "C", "H", "H", "H", "H", "H", "H", "C", "C", "H", "H", "H", "H", "H", "H"],
  "coordinates": [[0.61801, 1.51400, 1.18525], [1.96123, 1.15121, 0.54826], [-0.06989, 0.93864, 0.56907], [0.60667, 1.27051, 2.23971], [0.39168, 2.56018, 0.98918], [2.12397, 0.08806, 0.77764], [2.85139, 1.66972, 0.90325], [1.93708, 1.20494, -0.54044], [-1.69273, -1.29773, -0.15012], [-0.82240, -1.33500, -1.46613], [-1.22085, -0.84478, 0.71474], [-2.50204, -0.57832, -0.31334], [-2.16930, -2.26938, -0.10486], [-1.05336, -2.29581, -1.91698], [0.23057, -1.18547, -1.26474], [-1.19002, -0.59076, -2.17050]]
}

---

The winner here is B, beating the second structure by 3.3 kcal/mol.